Formula: C12H40N10O8
Source: the Open Molecules 2025 dataset
Level of theory: ωB97M-V/def2-TZVPD

Computed properties:
E_tot: -1630.5943 Ha
Total charge: 0
Highest occupied orbital energy: -9.100 eV
Molecular weight: 452.51 g/mol
Relative energy (zero: lowest compared OMol25 entry of this formula, charge and spin): 302.74 kJ/mol
LUMO level: 0.07 eV
Structure (SMILES): NC(N)=O.NC(N)=O.NC(N)=O.NC(N)=O.NC(N)=O.CC(C)O.CC(C)O.CO
Orbital gap: 9.172 eV
Max |F|: 0.22351 Eh/bohr

Geometry as XYZ:
```
70
C12H40N10O8 (ωB97M-V/def2-TZVPD)
C 23.958 -18.040 13.410
O 24.117 -17.346 14.610
H 23.481 -17.411 12.651
H 23.480 -18.968 13.653
H 24.979 -18.011 13.063
H 25.073 -17.218 14.790
C 24.481 -20.980 15.425
O 25.374 -20.814 14.374
N 24.218 -22.214 15.841
N 23.891 -19.994 16.002
H 24.694 -22.864 15.225
H 24.150 -22.550 16.844
H 23.976 -19.087 15.569
H 23.141 -20.094 16.693
C 26.482 -17.384 17.608
O 27.734 -17.179 18.140
N 25.715 -16.342 17.292
N 25.967 -18.533 17.214
H 26.039 -15.390 17.432
H 24.669 -16.530 17.172
H 26.750 -19.259 17.261
H 25.057 -18.736 16.825
C 23.439 -12.571 16.110
O 22.120 -12.144 16.108
N 23.794 -13.877 16.020
N 24.461 -11.745 16.094
H 23.027 -14.549 15.924
H 24.678 -14.075 15.600
H 24.196 -10.767 15.953
H 25.457 -11.959 16.083
C 22.111 -16.183 17.124
O 23.074 -16.893 17.829
N 21.083 -15.687 17.644
N 22.190 -16.021 15.854
H 20.785 -15.900 18.640
H 20.499 -15.043 17.182
H 23.024 -16.322 15.428
H 21.453 -15.514 15.257
C 26.479 -15.253 14.072
O 26.511 -15.443 12.749
N 26.255 -14.074 14.569
N 26.700 -16.179 14.864
H 26.102 -13.302 13.823
H 26.449 -13.846 15.534
H 26.993 -17.066 14.409
H 26.455 -16.116 15.882
C 26.832 -14.002 19.679
C 26.836 -13.256 18.366
C 28.229 -13.368 17.888
O 26.074 -13.744 17.463
H 26.001 -13.551 20.226
H 27.731 -13.881 20.290
H 26.740 -15.106 19.533
H 26.594 -12.255 18.691
H 28.899 -12.612 18.250
H 28.323 -13.221 16.830
H 28.770 -14.335 18.043
H 25.204 -13.538 17.693
C 24.252 -15.664 22.032
C 24.082 -16.436 20.767
C 25.038 -17.634 20.652
O 22.945 -16.871 20.654
H 23.522 -14.873 21.938
H 25.120 -15.064 21.981
H 24.211 -16.108 22.969
H 24.354 -15.735 20.001
H 24.739 -18.161 19.735
H 24.882 -18.315 21.400
H 26.072 -17.308 20.439
H 22.862 -16.964 19.687
```

=====

Formula: C12H40O14
Source: the Open Molecules 2025 dataset
Level of theory: ωB97M-V/def2-TZVPD

Computed properties:
E_tot: -1534.4514 Ha
Total charge: 0
Highest occupied orbital energy: -10.223 eV
Molecular weight: 408.44 g/mol
Relative energy (zero: lowest compared OMol25 entry of this formula, charge and spin): 115.06 kJ/mol
LUMO level: 0.57 eV
Structure (SMILES): OCCO.OCCO.OCCO.OCCO.OCCO.OCCO.O.O
Orbital gap: 10.797 eV
Max |F|: 0.08023 Eh/bohr

Geometry as XYZ:
```
66
C12H40O14 (ωB97M-V/def2-TZVPD)
C 1.765 -2.309 -5.012
C 1.929 -0.803 -5.346
O 1.338 -0.041 -4.317
O 2.721 -2.755 -4.083
H 1.845 -2.841 -5.929
H 0.717 -2.429 -4.716
H 1.372 -0.462 -6.181
H 2.942 -0.497 -5.483
H 1.136 -0.518 -3.508
H 2.483 -2.497 -3.175
C -2.341 -4.772 -0.340
C -1.732 -3.423 0.121
O -1.166 -2.803 -1.069
O -2.965 -5.508 0.757
H -1.547 -5.293 -0.817
H -3.064 -4.585 -1.145
H -0.899 -3.627 0.807
H -2.452 -2.801 0.641
H -1.560 -1.912 -1.184
H -3.661 -6.061 0.428
C -3.367 -1.394 2.714
C -2.793 -0.384 1.728
O -1.348 -0.552 1.522
O -2.907 -1.247 4.079
H -3.008 -2.366 2.523
H -4.458 -1.421 2.667
H -2.935 0.687 1.971
H -3.249 -0.679 0.782
H -0.974 -0.017 2.208
H -2.726 -0.328 4.225
C -0.997 3.129 3.457
C -0.194 3.820 2.323
O 1.280 3.861 2.568
O -0.557 1.723 3.575
H -2.068 3.050 3.207
H -0.958 3.674 4.430
H -0.553 4.810 2.180
H -0.362 3.199 1.476
H 1.795 3.873 1.749
H 0.125 1.752 4.299
C 1.672 4.123 -1.188
C 0.342 3.539 -1.828
O 0.635 2.201 -2.193
O 2.057 3.342 -0.062
H 1.638 5.097 -0.729
H 2.422 4.042 -1.950
H 0.045 4.149 -2.743
H -0.550 3.586 -1.174
H 0.930 2.126 -3.095
H 1.894 2.363 -0.142
C 2.640 -0.701 0.479
C 1.827 -1.819 -0.012
O 1.588 -1.540 -1.389
O 1.895 0.536 0.254
H 3.561 -0.648 -0.148
H 2.833 -0.718 1.510
H 0.899 -1.722 0.543
H 2.219 -2.819 0.187
H 0.895 -2.236 -1.654
H 1.527 0.424 -0.610
O -1.347 -0.006 -0.999
H -0.874 0.648 -1.427
H -1.128 -0.137 -0.115
O 1.759 2.452 5.069
H 2.266 1.634 5.095
H 1.748 2.826 4.193
```